Arrangement w

The following is a quantum chemistry calculation of C7H16O as an isolated structure, from OMol25.

LUMO level ... 0.749 eV
Frontier orbital gap ... 8.00 eV

Each line ends with the natural charge from an NBO analysis.
Element x y z (Å)
1 O -1.631 0.343 -1.352  -0.70
2 H -0.429 -1.861 -1.029  0.23
3 H 2.418 0.402 1.291  0.20
4 C 1.933 0.023 -1.447  -0.64
5 H 1.287 -0.285 -2.271  0.22
6 C -0.281 -0.336 0.481  -0.17
7 H -2.316 0.978 -1.588  0.48
8 H 1.436 1.868 1.457  0.20
9 H -0.071 -0.174 1.532  0.22
10 C 1.160 0.811 -0.415  -0.19
11 H -3.465 0.335 1.152  0.19
12 H 2.399 -0.861 -1.008  0.20
13 H -2.405 -0.731 2.110  0.19
14 H -1.344 1.517 0.350  0.18
15 H -3.024 -1.280 0.502  0.19
16 C -1.286 0.504 -0.041  0.20
17 C -2.700 -0.437 1.106  -0.74
18 H 0.888 -2.086 0.126  0.22
19 H 2.747 0.623 -1.876  0.20
20 C -0.145 -1.757 0.016  -0.65
21 H 2.865 1.868 0.424  0.20
22 C 2.010 1.263 0.753  -0.63
23 H -0.766 -2.411 0.626  0.22
24 H 0.719 1.685 -0.900  0.18

Arrangement x

The following is a quantum chemistry calculation of a 2-piece molecular cluster, C7H16O overall, from OMol25.

SMILES ... C=CCCCCC.O
LUMO level ... 0.800 eV
Frontier orbital gap ... 10.06 eV

Each line ends with the natural charge from an NBO analysis.
Element x y z (Å)
1 H 0.406 -2.820 1.152  0.20
2 C -1.819 0.592 0.466  -0.47
3 H -2.081 -0.976 -1.139  0.19
4 H 2.093 -2.493 1.231  0.20
5 H -0.875 2.582 0.922  0.21
6 H -1.875 -1.442 0.408  0.20
7 H 1.121 -1.736 2.332  0.20
8 H -2.879 0.586 0.903  0.25
9 H 0.000 -2.046 -1.111  0.21
10 H -0.653 3.236 -1.377  0.19
11 H -1.537 0.290 1.610  0.20
12 C 1.133 -2.069 1.291  -0.61
13 H 1.928 -0.645 0.029  0.19
14 H 3.362 1.649 -0.671  0.46
15 C 0.959 -0.843 0.376  -0.42
16 C -1.180 1.863 0.027  -0.17
17 H -1.180 1.760 -2.170  0.19
18 O 2.463 1.443 -0.551  -0.92
19 H 0.768 -0.018 1.087  0.21
20 H 0.049 -0.175 -1.568  0.22
21 C -1.490 -0.692 -0.200  -0.40
22 H 2.379 0.595 -1.081  0.47
23 C -0.007 -0.970 -0.756  -0.40
24 C -1.084 2.327 -1.209  -0.40

Which structure above is the least stable one? arrangement w is the least stable one.